1.
An isolated molecule of C9H14NO2P at a distorted geometry, computed with ωB97M-V with the def2-TZVPD basis set.

XYZ file:
```
27
Properties=species:S:1:pos:R:3
C -1.243 2.730 -0.714
C -0.293 1.590 -0.766
N 0.527 1.707 -1.801
O 1.228 0.517 -1.938
C 0.827 -0.354 -1.100
C 1.318 -1.716 -1.071
C 2.727 -2.147 -1.262
C 1.712 -2.371 -2.335
C -0.302 0.303 -0.158
P -0.895 -0.293 1.425
C -2.592 0.103 1.518
C -0.066 0.646 2.803
O -0.535 -1.704 1.656
H -1.151 3.361 -1.608
H -2.259 2.482 -0.565
H -1.010 3.491 0.143
H 0.709 -2.297 -0.396
H 3.052 -2.891 -0.671
H 3.318 -1.229 -1.315
H 1.712 -1.666 -3.277
H 1.353 -3.252 -2.791
H -3.130 -0.728 2.188
H -2.582 1.008 2.039
H -3.033 0.320 0.565
H 0.051 1.750 2.727
H -0.415 0.376 3.853
H 0.971 0.267 2.848
```

Values from the calculation:
E_HOMO   -8.832 eV
2S+1   1
F_max   6.114 eV Å⁻¹
SMILES string   Cc1noc(C2CC2)c1P(C)(C)=O
ΔE to the lowest compared entry with this formula, charge and spin   259.14 kJ/mol
HOMO-LUMO gap   9.607 eV


2.
A cluster of 2 separate species, C9H14O in total at a distorted geometry, computed with ωB97M-V with the def2-TZVPD basis set.

XYZ file:
```
24
Properties=species:S:1:pos:R:3
C 0.045 -2.558 1.767
C -0.367 -1.278 1.194
C 0.107 -0.876 -0.057
C -0.512 0.215 -0.682
C -1.443 0.942 0.016
O -2.009 2.147 -0.361
C -1.728 0.714 1.360
C -1.242 -0.448 1.899
H 0.999 -2.676 2.262
H 0.054 -3.419 1.104
H -0.701 -2.876 2.498
H 0.800 -1.391 -0.652
H -0.130 0.412 -1.631
H -1.894 2.227 -1.388
H -2.374 1.371 1.971
H -1.396 -0.764 2.948
C 2.590 -0.108 -2.172
C 3.127 1.254 -1.959
H 2.337 -0.343 -3.218
H 3.299 -0.962 -2.043
H 1.757 -0.509 -1.524
H 2.330 1.925 -2.225
H 3.436 1.492 -0.927
H 3.961 1.461 -2.647
```

Values from the calculation:
E_HOMO   -8.317 eV
2S+1   1
F_max   4.177 eV Å⁻¹
SMILES string   Cc1ccc(O)cc1.CC
ΔE to the lowest compared entry with this formula, charge and spin   127.48 kJ/mol
HOMO-LUMO gap   9.136 eV